Computed, not measured: a structure of composition C6H9N, with ωB97M-V with the def2-TZVPD basis set.

Kohn-Sham gap = 9.669 eV
total energy = -7854.8386 eV
net charge = 0
molar mass = 95.1 g mol⁻¹
ΔE to the lowest compared entry with this formula, charge and spin = 76.6 kcal per mole
E_LUMO = 1.17 eV
highest occupied orbital energy = -8.50 eV

```
16
C6H9N (ωB97M-V with the def2-TZVPD basis set)
C 1.895 0.382 0.108
N 0.917 -0.601 -0.343
C -0.004 -1.085 0.663
C -1.144 -0.045 0.817
C -0.924 1.033 -0.240
C -0.283 -0.104 -1.075
C -1.159 -1.109 -0.259
H 1.613 0.866 1.055
H 1.975 1.152 -0.664
H 2.886 -0.066 0.251
H 0.304 -1.800 1.421
H -1.771 0.026 1.698
H -0.371 1.957 -0.021
H -1.884 1.301 -0.697
H -0.210 -0.042 -2.163
H -1.895 -1.856 -0.526
```


Computed, not measured: an isolated molecule of C6H9N at a distorted geometry, with ωB97M-V with the def2-TZVPD basis set.

SMILES = Cc1c[nH]c(C)c1
Kohn-Sham gap = 8.546 eV
total energy = -7855.8220 eV
net charge = 0
molar mass = 95.1 g mol⁻¹
ΔE to the lowest compared entry with this formula, charge and spin = 53.9 kcal per mole
E_LUMO = 0.84 eV
highest occupied orbital energy = -7.70 eV

```
16
C6H9N (ωB97M-V with the def2-TZVPD basis set)
C -2.631 -0.439 -0.119
C -1.169 -0.058 -0.022
C -0.638 1.182 0.337
N 0.758 1.127 0.264
C 1.066 -0.143 -0.099
C 2.516 -0.318 0.017
C -0.067 -0.890 -0.349
H -3.200 0.301 -0.690
H -3.107 -0.526 0.866
H -2.763 -1.405 -0.624
H -1.177 2.099 0.511
H 1.817 1.618 0.272
H 2.907 -0.417 1.027
H 2.905 -1.123 -0.630
H 2.893 0.919 -0.099
H -0.113 -1.928 -0.661
```


Computed, not measured: an isolated molecule of C6H9N, with ωB97M-V with the def2-TZVPD basis set.

SMILES = CN1[C@@H]2C=CC[C@@H]21
Kohn-Sham gap = 9.768 eV
total energy = -7855.7194 eV
net charge = 0
molar mass = 95.1 g mol⁻¹
ΔE to the lowest compared entry with this formula, charge and spin = 56.3 kcal per mole
E_LUMO = 1.19 eV
highest occupied orbital energy = -8.57 eV

```
16
C6H9N (ωB97M-V with the def2-TZVPD basis set)
C 2.133 -0.585 0.377
N 0.769 -0.427 -0.055
C -0.528 -1.056 0.246
C -1.426 -0.756 -0.921
C -1.467 0.562 -1.137
C -0.820 1.375 -0.030
C -0.148 0.286 0.778
H 2.314 -1.062 1.354
H 2.703 -1.087 -0.411
H 2.502 0.449 0.439
H -0.666 -1.926 0.894
H -1.890 -1.509 -1.551
H -1.858 1.030 -2.034
H -0.049 2.069 -0.394
H -1.569 1.955 0.525
H 0.102 0.397 1.834
```


Computed, not measured: a cluster of 2 separate species, C6H9N in total, with ωB97M-V with the def2-TZVPD basis set.

Kohn-Sham gap = 9.342 eV
total energy = -7854.1258 eV
net charge = 0
molar mass = 95.1 g mol⁻¹
ΔE to the lowest compared entry with this formula, charge and spin = 93.0 kcal per mole
E_LUMO = 0.97 eV
highest occupied orbital energy = -8.37 eV

```
16
C6H9N (ωB97M-V with the def2-TZVPD basis set)
C 1.745 -0.446 -1.033
C 0.722 0.504 -1.213
C -0.524 -0.006 -1.718
C -1.254 -0.277 -0.599
C -0.461 0.114 0.542
C -0.998 0.233 1.939
N 0.431 1.100 0.026
H 0.740 -0.918 0.162
H 1.940 -1.182 -1.812
H 2.628 -0.184 -0.448
H -0.690 -0.377 -2.722
H -2.191 -0.817 -0.531
H -1.649 1.108 2.037
H -1.582 -0.658 2.190
H -0.189 0.324 2.672
H 1.259 1.223 0.598
```


Computed, not measured: an isolated molecule of C6H9N, with ωB97M-V with the def2-TZVPD basis set.

Kohn-Sham gap = 7.660 eV
total energy = -7854.8347 eV
net charge = 0
molar mass = 95.1 g mol⁻¹
ΔE to the lowest compared entry with this formula, charge and spin = 76.7 kcal per mole
E_LUMO = 0.52 eV
highest occupied orbital energy = -7.14 eV

```
16
C6H9N (ωB97M-V with the def2-TZVPD basis set)
C -0.794 1.512 -0.924
C -0.454 0.145 -0.441
C -0.035 -0.306 0.936
C 0.106 -1.823 0.904
C 1.300 0.350 1.331
C -0.164 -2.115 -0.388
N -0.490 -0.925 -1.168
H -1.835 1.749 -0.673
H -0.168 2.259 -0.426
H -0.676 1.622 -2.006
H -0.806 0.009 1.656
H 2.088 0.035 0.638
H 1.579 0.003 2.329
H 1.249 1.445 1.336
H -0.178 -3.045 -0.948
H -0.723 -0.916 -2.157
```


Computed, not measured: an isolated molecule of C6H9N, with ωB97M-V with the def2-TZVPD basis set.

Kohn-Sham gap = 9.675 eV
total energy = -7852.9532 eV
net charge = 0
molar mass = 95.1 g mol⁻¹
ΔE to the lowest compared entry with this formula, charge and spin = 120.1 kcal per mole
E_LUMO = 0.07 eV
highest occupied orbital energy = -9.61 eV

```
16
C6H9N (ωB97M-V with the def2-TZVPD basis set)
C 2.162 0.365 0.141
C 1.407 -0.898 -0.168
C 1.786 -2.145 -0.131
C -0.057 -0.846 -0.609
N -0.918 -0.444 0.486
C -2.229 0.047 0.109
C -1.191 0.972 0.630
H 2.170 1.019 -0.738
H 3.198 0.162 0.423
H 1.684 0.914 0.958
H -0.114 -0.163 -1.479
H -0.406 -1.823 -0.964
H -3.051 -0.284 0.740
H -2.456 0.129 -0.957
H -0.751 1.663 -0.094
H -1.233 1.332 1.655
```


Computed, not measured: an isolated molecule of C6H9N at a distorted geometry, with ωB97M-V with the def2-TZVPD basis set.

SMILES = C=N[C@H]1CC12CC2
Kohn-Sham gap = 9.445 eV
total energy = -7853.0129 eV
net charge = 0
molar mass = 95.1 g mol⁻¹
ΔE to the lowest compared entry with this formula, charge and spin = 118.7 kcal per mole
E_LUMO = 0.78 eV
highest occupied orbital energy = -8.66 eV

```
16
C6H9N (ωB97M-V with the def2-TZVPD basis set)
C 1.558 1.753 0.141
N 2.010 0.578 0.003
C 0.891 0.014 -0.766
C 0.784 -1.358 -0.165
C -0.347 -0.426 -0.025
C -1.334 -0.043 1.015
C -1.790 -0.563 -0.336
H 1.416 2.151 1.132
H 1.221 2.339 -0.719
H 0.747 0.284 -1.816
H 1.410 -1.472 0.723
H 0.829 -2.148 -0.885
H -1.496 1.015 1.218
H -1.460 -0.690 1.880
H -2.188 -1.576 -0.377
H -2.250 0.141 -1.022
```


Computed, not measured: an isolated molecule of C6H9N, with ωB97M-V with the def2-TZVPD basis set.

SMILES = C[C@]12C[C@H]1[C@H]1N[C@H]12
Kohn-Sham gap = 9.765 eV
total energy = -7854.6206 eV
net charge = 0
molar mass = 95.1 g mol⁻¹
ΔE to the lowest compared entry with this formula, charge and spin = 81.6 kcal per mole
E_LUMO = 1.09 eV
highest occupied orbital energy = -8.67 eV

```
16
C6H9N (ωB97M-V with the def2-TZVPD basis set)
C -0.259 0.926 1.718
C -0.142 0.284 0.361
C -1.244 0.175 -0.660
C -0.541 -1.077 -0.159
C 0.878 -1.217 -0.832
N 1.243 -0.117 -1.724
C 1.265 0.121 -0.303
H 0.445 0.476 2.432
H -1.268 0.834 2.135
H -0.020 1.996 1.646
H -2.269 0.377 -0.323
H -1.099 0.492 -1.687
H -1.071 -1.886 0.367
H 1.432 -2.159 -0.919
H 0.467 0.293 -2.223
H 2.181 0.481 0.171
```


Computed, not measured: an isolated molecule of C6H9N, with ωB97M-V with the def2-TZVPD basis set.

SMILES = C=C1NC=C[C@H]1C
Kohn-Sham gap = 8.658 eV
total energy = -7857.0389 eV
net charge = 0
molar mass = 95.1 g mol⁻¹
ΔE to the lowest compared entry with this formula, charge and spin = 25.8 kcal per mole
E_LUMO = 1.12 eV
highest occupied orbital energy = -7.54 eV

```
16
C6H9N (ωB97M-V with the def2-TZVPD basis set)
C -1.358 1.538 0.317
C -0.235 0.892 -0.004
N 1.052 1.424 -0.158
C 1.992 0.376 -0.154
C 1.391 -0.815 -0.230
C -0.097 -0.573 -0.390
C -1.053 -1.562 0.258
H -2.290 0.987 0.377
H -1.388 2.612 0.480
H 1.273 2.345 0.190
H 3.052 0.618 -0.157
H 1.860 -1.791 -0.294
H -0.301 -0.582 -1.473
H -0.796 -2.581 -0.048
H -2.082 -1.371 -0.064
H -1.018 -1.517 1.351
```


Computed, not measured: an isolated molecule of C6H9N, with ωB97M-V with the def2-TZVPD basis set.

SMILES = Cc1cc[nH]c1C
Kohn-Sham gap = 8.876 eV
total energy = -7857.8013 eV
net charge = 0
molar mass = 95.1 g mol⁻¹
ΔE to the lowest compared entry with this formula, charge and spin = 8.3 kcal per mole
E_LUMO = 1.08 eV
highest occupied orbital energy = -7.80 eV

```
16
C6H9N (ωB97M-V with the def2-TZVPD basis set)
C -0.960 -1.736 0.367
C 0.069 -0.657 0.267
C 1.468 -0.903 0.260
C 2.099 0.244 -0.118
N 1.139 1.216 -0.277
C -0.104 0.675 -0.041
C -1.341 1.495 -0.198
H -0.761 -2.503 -0.392
H -1.971 -1.359 0.189
H -0.939 -2.231 1.342
H 1.974 -1.843 0.429
H 3.027 0.252 -0.658
H 1.313 2.202 -0.407
H -2.220 0.846 -0.163
H -1.355 2.019 -1.162
H -1.450 2.247 0.593
```


Computed, not measured: an isolated molecule of C6H9N at a distorted geometry, with ωB97M-V with the def2-TZVPD basis set.

SMILES = N[C@@H]1[C@@H]2C=C[C@H]1C2
Kohn-Sham gap = 9.603 eV
total energy = -7854.5474 eV
net charge = 0
molar mass = 95.1 g mol⁻¹
ΔE to the lowest compared entry with this formula, charge and spin = 83.3 kcal per mole
E_LUMO = 1.08 eV
highest occupied orbital energy = -8.52 eV

```
16
C6H9N (ωB97M-V with the def2-TZVPD basis set)
N -2.107 0.318 -0.128
C -0.842 -0.561 0.040
C 0.285 -0.173 1.082
C 0.733 1.231 0.507
C 0.886 0.926 -0.822
C 0.291 -0.521 -0.966
C 1.160 -1.048 0.179
H -2.755 -0.120 -0.780
H -2.494 0.600 0.906
H -1.090 -1.544 0.289
H 0.199 -0.214 2.215
H 0.939 2.182 1.004
H 1.153 1.696 -1.484
H 0.420 -1.062 -1.857
H 1.057 -2.069 0.404
H 2.243 -0.815 0.072
```


Computed, not measured: an isolated molecule of C6H9N, with ωB97M-V with the def2-TZVPD basis set.

Kohn-Sham gap = 8.161 eV
total energy = -7851.3331 eV
net charge = 0
molar mass = 95.1 g mol⁻¹
ΔE to the lowest compared entry with this formula, charge and spin = 157.4 kcal per mole
E_LUMO = 0.31 eV
highest occupied orbital energy = -7.85 eV

```
16
C6H9N (ωB97M-V with the def2-TZVPD basis set)
C 2.653 0.778 0.549
C 1.887 -0.252 0.042
C 1.120 -0.836 -0.836
C -0.338 -1.056 -0.773
N -1.008 -0.509 0.403
C -2.404 -0.158 0.244
C -1.360 0.895 0.341
H 2.644 1.771 0.101
H 2.997 -0.642 0.052
H 3.355 0.604 1.358
H -0.763 -0.667 -1.721
H -0.526 -2.138 -0.799
H -3.049 -0.386 1.090
H -2.862 -0.309 -0.735
H -1.126 1.444 -0.574
H -1.218 1.460 1.259
```